139
Properties=species:S:1:pos:R:3 method="wB97M-V/def2-TZVPD" total_charge=+1 orbital_gap_ev=9.8584 e_homo_ev=-11.4
C -0.4407 6.0161 0.7908
C -1.8268 6.6471 0.9198
C -2.9611 5.6667 1.3005
C -2.6553 4.2099 0.9588
C -3.8356 3.2518 1.1172
C -3.5673 1.9585 0.3456
C -4.6524 0.8782 0.4887
C -5.4517 0.5575 -0.7831
C -4.5974 0.2323 -2.0119
C -4.0503 -1.2079 -2.0124
C -2.5379 -1.2689 -2.2593
C -1.8879 -2.5934 -1.8102
C -1.0516 -3.2844 -2.9106
P 0.5451 -3.8495 -2.3298
C 0.3106 -5.1400 -1.1054
C 0.3154 -4.6563 0.3709
C 1.6848 -4.9268 1.0257
C -0.8046 -5.3750 1.1202
N 1.4363 -4.4141 -3.6008
C 2.4724 -3.5459 -4.2208
C 3.8571 -4.1417 -4.0501
C 4.8782 -3.3872 -4.9039
H -0.3802 5.3617 -0.0806
H -0.1633 5.4306 1.6695
H 0.3298 6.7788 0.6581
H -2.0901 7.1213 -0.0303
H -1.7749 7.4592 1.6478
H -3.8550 5.9472 0.7361
H -3.2105 5.7612 2.3606
H -2.3287 4.1612 -0.0869
H -1.8253 3.8455 1.5698
H -4.7459 3.7246 0.7322
H -4.0010 3.0193 2.1732
H -2.6080 1.5614 0.6947
H -3.4301 2.2296 -0.7035
H -5.3588 1.1921 1.2620
H -4.2062 -0.0511 0.8566
H -6.0685 -0.3211 -0.5661
H -6.1562 1.3624 -1.0088
H -5.1856 0.4115 -2.9140
H -3.7514 0.9195 -2.0749
H -4.5521 -1.7804 -2.7968
H -4.2774 -1.6988 -1.0618
H -2.0632 -0.4312 -1.7410
H -2.3423 -1.1130 -3.3247
H -2.6602 -3.2850 -1.4717
H -1.2587 -2.3933 -0.9379
H -1.5380 -4.1798 -3.3066
H -0.8759 -2.6221 -3.7624
H 1.2094 -2.7485 -1.7693
H 1.1057 -5.8721 -1.2599
H -0.6376 -5.6219 -1.3603
H 0.1085 -3.5830 0.4130
H 2.0914 -4.0347 1.4984
H 2.4144 -5.2868 0.3013
H 1.5696 -5.6810 1.8021
H -0.8344 -5.0635 2.1631
H -1.7814 -5.1818 0.6680
H -0.6343 -6.4535 1.1121
H 1.8234 -5.3274 -3.3938
H 2.4414 -2.5644 -3.7374
H 2.2349 -3.4167 -5.2780
H 3.8463 -5.1970 -4.3373
H 4.1350 -4.0761 -2.9983
H 4.6543 -2.3169 -4.9277
H 4.8681 -3.7313 -5.9388
H 5.8908 -3.5103 -4.5212
O 3.7960 -3.1862 -0.8533
C 4.3928 -2.1458 -0.9633
O 3.7639 -0.9575 -0.9791
C 4.7201 0.1085 -1.2405
C 6.0681 -0.4695 -0.8269
C 5.8816 -1.9498 -1.1317
H 4.6627 0.3411 -2.3016
H 4.4220 0.9803 -0.6651
H 6.8959 -0.0037 -1.3557
H 6.2239 -0.3285 0.2432
H 6.1297 -2.1943 -2.1682
H 6.4246 -2.6291 -0.4800
O 2.7781 6.8334 -2.6445
C 1.9399 7.6653 -2.4586
O 0.6714 7.5164 -2.9177
C -0.1147 8.6834 -2.6168
C 0.6015 9.3596 -1.4539
C 2.0564 8.9885 -1.7214
H -0.1487 9.3199 -3.5041
H -1.1221 8.3645 -2.3650
H 0.4004 10.4264 -1.3971
H 0.2730 8.9019 -0.5193
H 2.5599 9.6998 -2.3793
H 2.6634 8.8563 -0.8296
O -3.5616 8.7290 -2.1520
C -3.8857 8.3300 -3.2330
O -4.1977 9.1607 -4.2503
C -4.6435 8.4114 -5.3955
C -4.0571 7.0150 -5.2112
C -4.0304 6.8899 -3.6913
H -5.7354 8.4042 -5.3923
H -4.2949 8.9275 -6.2858
H -4.6380 6.2471 -5.7170
H -3.0393 6.9883 -5.6029
H -4.9693 6.5064 -3.2861
H -3.2108 6.2918 -3.3001
O 0.3145 -6.9884 3.9987
C 0.9680 -6.2918 4.7227
O 1.5310 -5.1440 4.2606
C 2.3380 -4.5357 5.2895
C 1.7970 -5.0931 6.6007
C 1.3242 -6.4788 6.1801
H 3.3774 -4.8254 5.1186
H 2.2485 -3.4566 5.1898
H 2.5339 -5.1095 7.3977
H 0.9468 -4.4970 6.9357
H 2.1177 -7.2251 6.2416
H 0.4663 -6.8517 6.7300
O 2.0047 -7.1951 8.9877
C 1.3681 -7.1783 10.0022
O 0.7188 -6.0660 10.4170
C 0.1150 -6.2881 11.7066
C -0.0393 -7.8011 11.8178
C 1.1521 -8.2939 11.0038
H 0.7848 -5.8842 12.4682
H -0.8234 -5.7407 11.7325
H -0.0514 -8.1464 12.8488
H -0.9694 -8.1142 11.3419
H 2.0607 -8.3800 11.6039
H 0.9937 -9.2356 10.4852
O 3.6881 2.8302 -4.6201
C 2.7229 2.2478 -4.2418
O 2.8244 1.0030 -3.6726
C 1.5229 0.4708 -3.3961
C 0.6012 1.6867 -3.3120
C 1.2648 2.6539 -4.2871
H 1.2436 -0.2014 -4.2145
H 1.5861 -0.0943 -2.4663
H -0.4342 1.4490 -3.5491
H 0.6339 2.1004 -2.3031
H 0.9163 2.5160 -5.3130
H 1.1685 3.7050 -4.0268

***

178
Properties=species:S:1:pos:R:3 method="wB97M-V/def2-TZVPD" orbital_gap_ev=9.6730 smiles="FC(F)C(F)(F)COC(F)(F)C(F)F.FC(F)C(F)(F)COC(F)(F)C(F)F.CCOS(C)(=O)=O.CCOS(C)(=O)=O.CCOS(C)(=O)=O.CCOS(C)(=O)=O.CCOS(C)(=O)=O.CCOS(C)(=O)=O.CCOS(C)(=O)=O.CCOS(C)(=O)=O.c1ccncc1.c1ccncc1" e_homo_ev=-9.5
O 11.4830 -25.5045 -6.1992
S 10.8207 -24.9004 -5.0773
O 11.2638 -25.3479 -3.7348
O 10.8842 -23.2628 -5.2029
C 12.1869 -22.6366 -5.2344
C 12.4829 -22.2424 -6.7122
C 9.0447 -25.2626 -5.2137
H 12.9901 -23.2967 -4.9069
H 12.1333 -21.7920 -4.5474
H 12.3105 -23.0953 -7.3688
H 13.4431 -21.7533 -6.8761
H 11.6795 -21.5099 -6.7898
H 8.8292 -26.1643 -4.6406
H 8.8212 -25.3145 -6.2793
H 8.5457 -24.3960 -4.7800
O 17.1095 -23.4836 1.5500
S 18.3270 -22.6702 1.4592
O 18.9437 -22.0406 2.6478
O 19.4769 -23.4998 0.5371
C 18.9660 -24.2608 -0.6222
C 20.1810 -24.2043 -1.5233
C 17.8826 -21.1639 0.3428
H 18.1492 -23.7538 -1.1359
H 18.5794 -25.2364 -0.3276
H 20.9630 -24.6592 -0.9154
H 20.3833 -23.1613 -1.7668
H 20.0454 -24.7218 -2.4731
H 18.7551 -20.5218 0.2223
H 17.0859 -20.6172 0.8474
H 17.6035 -21.4627 -0.6676
O 7.0108 -20.3911 2.5571
S 8.0690 -21.3965 2.2838
O 8.2696 -22.1170 1.0225
O 9.5564 -20.8859 2.8087
C 10.3693 -20.2392 1.8789
C 11.8054 -20.7605 2.3309
C 7.7964 -22.7384 3.4606
H 10.3679 -19.1621 2.0460
H 10.2622 -20.5240 0.8322
H 12.6210 -20.0674 2.1249
H 12.0534 -21.7428 1.9289
H 11.9043 -21.0066 3.3882
H 7.0509 -23.4378 3.0822
H 7.4749 -22.2014 4.3529
H 8.7618 -23.1847 3.6996
O 4.3764 -23.8061 -4.6643
S 4.4103 -25.0570 -3.8282
O 4.2109 -26.3219 -4.5146
O 5.9488 -25.2665 -3.2120
C 6.6009 -24.2000 -2.4722
C 7.2412 -24.9658 -1.3274
C 3.4336 -24.8850 -2.2680
H 5.9662 -23.4679 -1.9729
H 7.3741 -23.7390 -3.0868
H 8.1072 -25.5372 -1.6618
H 6.5966 -25.7358 -0.9034
H 7.6387 -24.3863 -0.4942
H 3.9866 -24.4421 -1.4397
H 2.8966 -25.7868 -1.9738
H 2.6871 -24.1313 -2.5187
O 12.8973 -26.9682 3.4722
S 13.7164 -26.0816 4.2520
O 13.2790 -24.7304 4.7006
O 14.3675 -27.0386 5.5101
C 15.3925 -26.2998 6.3239
C 15.7540 -26.9626 7.6122
C 15.2912 -25.7068 3.2904
H 14.9521 -25.3121 6.4601
H 16.3058 -26.1379 5.7515
H 16.0991 -27.9854 7.4607
H 14.9536 -27.0439 8.3476
H 16.6655 -26.4792 7.9639
H 15.8388 -24.8518 3.6870
H 15.0484 -25.5515 2.2392
H 15.8640 -26.6338 3.3128
O 11.3001 -14.7445 1.9947
S 11.4069 -16.1562 2.4366
O 10.4220 -16.7971 3.2721
O 11.5502 -17.1042 1.0841
C 11.3447 -16.5470 -0.2419
C 11.2895 -17.7604 -1.1853
C 13.1642 -16.4723 3.0428
H 12.2092 -15.9522 -0.5369
H 10.4337 -15.9664 -0.3870
H 12.1926 -18.3700 -1.1564
H 11.1685 -17.5272 -2.2432
H 10.5152 -18.4288 -0.8089
H 13.8110 -15.9338 2.3502
H 13.3610 -17.5419 2.9688
H 13.0920 -16.0261 4.0347
O 15.2818 -22.7485 -1.7581
S 14.1916 -22.8787 -0.8266
O 14.0754 -22.0903 0.3920
O 12.7233 -22.7843 -1.6534
C 11.5708 -22.0622 -1.1866
C 10.2929 -22.5104 -1.7007
C 14.0657 -24.6593 -0.4316
H 11.7031 -20.9862 -1.2995
H 11.5841 -22.2161 -0.1076
H 10.1280 -23.5419 -1.3896
H 10.1032 -22.4932 -2.7739
H 9.4726 -21.9087 -1.3093
H 14.9959 -24.7955 0.1200
H 14.1670 -25.2143 -1.3643
H 13.1825 -24.8860 0.1656
O 17.9665 -20.2234 -5.5857
S 17.4810 -21.6100 -5.2695
O 16.0613 -21.8459 -5.3642
O 18.3303 -22.7184 -6.2099
C 17.7943 -24.0124 -6.2410
C 18.2771 -24.5591 -7.5593
C 18.1780 -22.0393 -3.5068
H 16.7063 -23.9662 -6.2884
H 18.0109 -24.7262 -5.4463
H 19.3624 -24.6502 -7.6050
H 18.0443 -23.8756 -8.3758
H 17.7836 -25.5037 -7.7877
H 19.2128 -21.7042 -3.5769
H 18.0593 -23.1133 -3.3636
H 17.6303 -21.3247 -2.8924
N 9.9359 -29.0691 0.2933
C 11.1493 -28.8336 0.8797
C 12.1297 -28.1516 0.2448
C 11.8932 -27.5792 -0.9895
C 10.6500 -27.6945 -1.5245
C 9.6520 -28.4417 -0.8552
H 11.3664 -29.3284 1.8148
H 13.1097 -27.9235 0.6371
H 12.7406 -27.1410 -1.4957
H 10.3656 -27.0930 -2.3752
H 8.6567 -28.4584 -1.2741
N 16.9134 -25.4406 -3.2787
C 17.3659 -26.6299 -2.8202
C 16.6055 -27.8239 -2.8278
C 15.2867 -27.7955 -3.2062
C 14.7600 -26.6192 -3.6745
C 15.6111 -25.4790 -3.6997
H 18.3867 -26.7154 -2.4780
H 17.0735 -28.7392 -2.4966
H 14.7524 -28.7341 -3.2009
H 13.7867 -26.7903 -4.1103
H 15.2109 -24.5526 -4.0843
C 8.7672 -20.3078 -6.6067
C 8.3205 -20.5359 -5.1447
C 8.9774 -19.5542 -4.1662
F 8.5460 -19.6506 -2.8340
F 10.2764 -19.6871 -4.3548
F 7.0256 -20.4055 -5.0443
F 8.6170 -21.7606 -4.7974
O 8.3786 -19.0381 -7.2401
C 8.4409 -19.0207 -8.6732
C 8.0511 -17.6041 -9.2484
F 8.7553 -16.6135 -8.7460
F 8.1530 -17.6856 -10.6371
F 9.6562 -19.1961 -9.1432
F 7.6406 -19.9276 -9.1766
H 8.4417 -21.1547 -7.2107
H 9.8461 -20.4452 -6.6794
H 8.6809 -18.5220 -4.3525
H 7.0475 -17.2102 -9.0878
C 12.8596 -16.4269 -5.0659
C 11.5314 -16.5385 -5.8818
C 11.7430 -17.3520 -7.2351
F 12.6561 -16.8483 -8.1037
F 11.8083 -18.6993 -7.1111
F 10.6211 -17.1874 -5.1922
F 11.0512 -15.3431 -6.0523
O 13.4534 -17.6976 -4.7538
C 14.4913 -17.8837 -3.8152
C 14.6640 -19.4134 -3.7194
F 15.7316 -19.9044 -3.0251
F 13.5892 -20.0146 -3.3912
F 15.5458 -17.2609 -4.3511
F 14.2766 -17.2617 -2.6491
H 12.6343 -15.8892 -4.1449
H 13.6114 -15.8247 -5.5761
H 10.7892 -17.4360 -7.7559
H 14.8205 -19.6829 -4.7640

***

156
Properties=species:S:1:pos:R:3 method="wB97M-V/def2-TZVPD" orbital_gap_ev=9.1546 smiles="C[C@H]1COC(=O)O1.C[C@H]1COC(=O)O1.C[C@H]1COC(=O)O1.C[C@H]1COC(=O)O1.CCOC(C)=O.CCOC(C)=O.CCOC(C)=O.CCOC(C)=O.CN(C)C=O.CN(C)C=O.CN(C)C=O.CN(C)C=O" e_homo_ev=-9.1
C -0.3966 -1.3890 -0.3137
O -0.0025 -2.5775 -0.4214
N 0.3281 -0.3373 -0.0544
C -0.2530 0.9726 0.0378
C 1.7648 -0.3984 0.1663
H -1.4552 -1.1388 -0.4650
H -1.3089 0.9767 -0.1212
H 0.1388 1.5916 -0.7779
H 0.0031 1.4411 0.9712
H 2.0521 -1.4376 0.0386
H 2.2397 0.2422 -0.5770
H 1.9668 -0.0416 1.1769
C 5.1561 -0.2578 -0.6670
O 4.9779 0.4939 -1.6106
N 6.2680 -0.4023 0.0703
C 7.4547 0.3511 -0.3116
C 6.4462 -1.4019 1.0987
H 4.3776 -0.9200 -0.3075
H 7.8660 0.9086 0.5403
H 7.1718 1.0063 -1.1395
H 8.1730 -0.4102 -0.5693
H 7.1820 -2.0765 0.6543
H 7.0015 -0.9536 1.9636
H 5.5799 -1.9237 1.3993
C 3.0259 -3.9698 0.0006
O 3.7230 -2.9687 0.0566
N 3.3471 -5.1916 0.4281
C 2.4947 -6.2972 0.2254
C 4.6350 -5.3633 1.0158
H 1.9907 -3.9248 -0.3376
H 1.5356 -5.9193 -0.0761
H 2.3922 -6.8399 1.1483
H 2.9914 -7.0005 -0.4704
H 5.2364 -6.1174 0.4855
H 5.0811 -4.3782 0.9433
H 4.5003 -5.7695 2.0512
C -5.9615 0.2134 3.4760
O -6.8655 0.0154 4.3133
N -4.7026 0.2600 3.7606
C -3.5704 0.1523 2.7970
C -4.2371 0.0699 5.1463
H -6.1054 0.3207 2.3734
H -2.7215 0.7922 3.0839
H -3.8167 0.4167 1.7906
H -3.1051 -0.8222 2.7472
H -4.1545 -1.0206 5.3106
H -3.2359 0.5347 5.2478
H -5.0075 0.4825 5.7953
C -1.9570 3.5075 2.3781
C -1.8933 3.6662 3.8589
C -1.5815 5.1231 4.2558
O -2.5029 5.4060 5.3303
C -3.4488 4.3958 5.4226
O -4.4142 4.4244 6.1201
O -3.1418 3.4209 4.5366
H -2.8207 4.0658 2.0429
H -1.9922 2.4763 2.0123
H -1.0354 3.9679 1.9312
H -1.2139 2.9882 4.3797
H -1.6539 5.8887 3.4746
H -0.5770 5.2299 4.6716
C 3.0818 2.6641 -3.0382
C 2.7465 3.7862 -2.0909
C 1.8553 4.9464 -2.5876
O 1.1804 5.2429 -1.3649
C 1.2798 4.2462 -0.4684
O 0.8022 4.2454 0.6295
O 2.0812 3.2729 -0.9297
H 2.2023 2.0465 -3.2438
H 3.9021 2.0566 -2.6648
H 3.4020 3.0966 -3.9658
H 3.6525 4.1820 -1.6228
H 1.1023 4.5654 -3.3169
H 2.4256 5.7671 -3.0472
C -0.6223 -3.7797 -3.7292
C -0.4899 -4.7528 -2.6231
C -1.6462 -4.8239 -1.6555
O -1.5579 -6.2712 -1.3116
C -0.9771 -6.9615 -2.2638
O -0.8883 -8.1329 -2.3832
O -0.4782 -6.0825 -3.2188
H 0.2199 -3.8176 -4.4195
H -0.5880 -2.8126 -3.2285
H -1.5313 -3.8939 -4.3488
H 0.4752 -4.5090 -2.1442
H -2.6314 -4.7166 -2.1063
H -1.5044 -4.1737 -0.7994
C 1.2782 -3.3990 2.6592
C 0.4240 -2.5371 3.6250
C 1.1824 -2.0239 4.8586
O 0.8226 -0.6345 4.8777
C 0.2144 -0.2987 3.7586
O -0.1574 0.8102 3.5097
O 0.0411 -1.3041 2.9606
H 1.4607 -4.3912 3.0869
H 2.2431 -2.9103 2.4208
H 0.7457 -3.4311 1.7390
H -0.4786 -3.0784 3.8964
H 2.2531 -2.0051 4.6552
H 0.9194 -2.6006 5.7498
O -0.6036 -0.5941 -3.0561
C 0.0546 0.0859 -3.7945
O 1.3795 -0.0103 -3.9471
C 1.9726 -1.0873 -3.2114
C 3.2812 -1.4892 -3.8673
C -0.5417 1.2872 -4.5497
H 1.2988 -1.9307 -3.1529
H 2.1840 -0.7598 -2.1988
H 3.8871 -2.0535 -3.1961
H 3.9061 -0.6148 -4.1128
H 3.1604 -2.0414 -4.8352
H 0.0845 1.8473 -5.1733
H -0.7631 2.0929 -3.8431
H -1.4890 1.0525 -4.9668
O -6.8646 -0.0778 -3.9103
C -5.7623 -0.0514 -4.4278
O -4.7058 -0.5939 -3.8516
C -4.9357 -1.4213 -2.6864
C -3.7277 -1.3897 -1.7739
C -5.5046 0.6025 -5.7587
H -5.1809 -2.4105 -3.0626
H -5.8431 -1.1066 -2.1964
H -3.6807 -0.4595 -1.1913
H -2.7823 -1.5611 -2.2812
H -3.8539 -2.2480 -1.0878
H -5.5160 1.6900 -5.6402
H -6.2522 0.2977 -6.5129
H -4.4876 0.2993 -6.0757
O -5.1370 3.2581 -3.8152
C -5.3977 2.7229 -2.7186
O -4.4728 2.1657 -1.9466
C -3.1729 2.3954 -2.4569
C -2.5381 3.7236 -2.0277
C -6.7792 2.6721 -2.1499
H -3.0808 2.2383 -3.5218
H -2.6573 1.5390 -1.9710
H -2.8710 4.5904 -2.6011
H -1.4519 3.6727 -2.1797
H -2.6764 4.0160 -0.9737
H -7.2863 3.5784 -2.4598
H -6.8438 2.6038 -1.0562
H -7.3179 1.7641 -2.4598
O 4.8416 2.5794 3.3124
C 4.0889 1.6234 3.5068
O 2.8159 1.5732 3.1494
C 2.2327 2.7319 2.5999
C 1.5755 3.6533 3.6767
C 4.4924 0.2740 4.0317
H 1.4000 2.4782 1.9520
H 3.0390 3.2560 2.0703
H 2.3165 4.1187 4.3689
H 0.9041 3.1066 4.2883
H 1.0177 4.4226 3.1324
H 3.7622 -0.1152 4.7367
H 5.5337 0.2587 4.3617
H 4.5366 -0.3965 3.1496